{
  "formula": "C8H12F3N3O",
  "method": "ωB97M-V with the def2-TZVPD basis set",
  "lumo_ha": 0.0308,
  "gap_ev": 9.80,
  "e_above_lowest_kcal_mol": 30.8,
  "smiles": "FC(F)(F)[C@]1(N2CCOCC2)N=CCN1",
  "energy_ha": -851.068302,
  "symbols": ["F", "C", "F", "F", "C", "N", "C", "C", "O", "C", "C", "N", "C", "C", "N", "H", "H", "H", "H", "H", "H", "H", "H", "H", "H", "H", "H"],
  "xyz": [[-1.15202, -1.67958, 2.48749], [-0.46648, -0.61100, 2.13956], [0.81966, -0.70640, 2.62752], [-1.15442, 0.31487, 2.73702], [-0.47734, -0.62517, 0.61763], [0.42488, 0.43695, 0.04961], [0.20847, 1.72587, 0.67403], [1.44417, 2.52102, 0.05212], [1.34740, 2.61798, -1.32480], [1.42095, 1.33385, -1.94798], [0.32325, 0.39303, -1.43915], [-1.84199, -0.55335, 0.17591], [-2.16255, -1.66262, -0.35262], [-1.12042, -2.73191, -0.35830], [0.06314, -1.95773, 0.18344], [0.42541, 1.54399, 1.70351], [-0.64877, 2.41029, 0.44378], [1.50340, 3.63173, 0.42068], [2.19078, 1.87468, 0.43229], [2.46449, 0.90730, -1.79287], [1.36324, 1.40769, -3.01028], [-0.77073, 0.68910, -1.74437], [0.55404, -0.67744, -1.79681], [-3.06515, -1.53345, -0.91965], [-1.37366, -3.61010, 0.31006], [-0.83706, -3.04442, -1.28867], [0.51733, -2.41519, 0.92085]],
  "mulliken_charge": [-0.295, 0.360, -0.274, -0.229, 1.126, 0.290, -0.376, -0.893, -0.355, -0.701, -0.421, -0.777, -0.322, -0.545, -0.632, 0.343, 0.224, 0.299, 0.510, 0.309, 0.419, 0.306, 0.238, 0.461, 0.288, 0.337, 0.309]
}